1.
# C4H3BiLiO

C4H3BiLiO as an isolated structure (ωB97M-V/def2-TZVPD, OMol25).

Geometry as XYZ:
```
10
Properties=species:S:1:pos:R:3:forces:R:3:nbo_charge:R:1
H 1.86363 -0.13410 1.21946 -0.53 0.08 -0.24 0.192
O 1.04814 1.58215 0.35190 2.71 -0.52 0.12 -0.863
C 1.28131 0.19666 0.33053 1.43 -1.56 -1.17 -0.132
C -0.01784 -0.60955 0.27026 -0.89 -0.42 -2.04 -0.725
H 1.92721 -0.05155 -0.54602 -0.24 0.29 0.48 0.184
H 0.17202 -1.69023 0.38621 -0.27 0.46 -0.06 0.237
Bi -0.89217 1.60231 0.36893 -4.77 2.06 0.06 1.123
Li -2.18833 -0.80826 0.35928 -0.24 -0.22 0.48 0.895
C -2.11816 0.26470 -1.54644 0.32 -0.30 0.17 -0.403
C -1.07582 -0.35213 -1.19411 2.47 0.12 2.21 -0.507
```
Forces are in eV/Å.

Calculated values
E_tot	-451.3559	Eh
highest occupied orbital energy (alpha / beta)	-6.3 / -8.8	eV
frontier orbital gap (alpha / beta)	5.835 / 7.950	eV
molecular weight	283.0	Da
2S+1	2
energy above the lowest of the compared OMol25 structures with the same formula, charge and spin	0.0	kJ/mol

2.
# C5H10NO

An isolated ion of composition C5H10NO and charge +1 (ωB97M-V/def2-TZVPD, OMol25).

Geometry as XYZ:
```
17
Properties=species:S:1:pos:R:3:forces:R:3:nbo_charge:R:1
C -2.26539 -0.02588 -0.40020 -0.74 1.00 -0.20 -0.613
C -1.09614 -0.21198 0.55232 -1.49 -2.29 1.36 -0.328
C 0.11801 0.66797 0.58558 0.90 2.27 -1.24 -0.435
C 1.16507 -0.50492 0.52383 -6.01 -0.40 2.99 -0.261
N 2.25220 -0.39602 -0.35293 1.65 -1.08 1.15 -0.646
C -0.23599 -1.45148 0.15347 2.43 3.27 1.61 0.670
O -0.23037 -2.56822 -0.13933 -0.85 -1.80 -0.86 -0.435
H -1.80050 0.35453 -1.31613 -0.72 0.49 -0.12 0.205
H -3.16724 0.58462 -0.00923 1.86 -0.68 -0.71 0.254
H -2.66478 -0.99304 -0.69403 -0.06 -0.20 0.27 0.244
H -1.52387 -0.38020 1.55117 0.29 -0.30 -0.02 0.262
H -0.02594 1.24444 -0.35192 0.96 -0.33 -0.14 0.218
H 0.27193 1.52578 1.30081 -0.37 -1.45 -0.08 0.257
H 1.27706 -0.80302 1.62395 1.14 0.22 -1.77 0.263
H 1.95157 0.04851 -1.17056 -0.01 1.93 -1.51 0.449
H 2.58309 -1.26316 -0.69971 0.23 -1.92 -0.28 0.442
H 3.04601 -0.06299 0.16889 0.78 1.29 -0.45 0.454
```
Forces are in eV/Å.

Calculated values
E_tot	-326.1751	Eh
highest occupied orbital energy	-13.7	eV
frontier orbital gap	9.820	eV
charge	+1
molecular weight	100.1	Da
energy above the lowest of the compared OMol25 structures with the same formula, charge and spin	280.1	kJ/mol

3.
# C5H4O

C5H4O in the gas phase (ωB97M-V/def2-TZVPD, OMol25).

Geometry as XYZ:
```
10
Properties=species:S:1:pos:R:3:forces:R:3:nbo_charge:R:1
O 1.22369 1.85857 -1.65959 0.14 -0.36 -0.52 -0.458
C 0.78321 0.78014 -1.61939 0.21 1.25 0.36 0.713
C 0.17338 -0.30898 -1.29233 -0.83 -0.47 1.43 -0.586
C -0.45796 -0.37732 0.10107 -1.82 -0.24 0.94 -0.238
C 0.28110 -0.42165 1.37346 -1.69 1.90 -0.43 -0.172
C -0.63870 0.55786 1.33946 3.41 -3.43 -1.74 -0.163
H 0.06243 -1.26913 -1.74390 0.42 0.06 -0.91 0.268
H -1.30245 -1.08218 0.08524 0.36 0.02 -0.58 0.174
H 1.07020 -1.08307 1.67102 0.13 0.31 0.91 0.232
H -1.19488 1.34576 1.74496 -0.34 0.95 0.54 0.230
```
Forces are in eV/Å.

Calculated values
E_tot	-268.0041	Eh
highest occupied orbital energy	-8.6	eV
frontier orbital gap	9.577	eV
molecular weight	80.1	Da
energy above the lowest of the compared OMol25 structures with the same formula, charge and spin	284.2	kJ/mol

Q: The lowest molecular weight belongs to which entry?
A: C5H4O